[1]
{"formula": "C2H3NO2S2", "method": "the ωB97M-V functional and the def2-TZVPD basis", "elements": ["O", "C", "S", "C", "S", "N", "O", "H", "H", "H"], "positions_angstrom": [[-0.783, 1.538, -0.462], [-0.788, 0.268, -0.497], [-2.035, -0.414, -1.474], [0.249, -0.440, 0.156], [0.457, -2.091, 0.090], [1.230, 0.135, 0.745], [1.139, 1.365, 1.232], [-2.156, -1.788, -0.918], [2.168, -0.347, 0.767], [0.519, 1.774, 0.361]], "nbo_charge": [-0.56, 0.31, 0.11, -0.07, -0.18, -0.19, -0.54, 0.20, 0.42, 0.49], "molar_mass_g_mol": 137.19, "total_energy_ev": -29374.69597, "smiles": "O=C(S)C(=S)NO", "gap_ev": 6.93, "e_homo_ha": -0.3153, "charge": 0}

---

[2]
{"formula": "C2H2N3O3S3", "method": "the ωB97M-V functional and the def2-TZVPD basis", "elements": ["C", "C", "N", "N", "N", "O", "O", "O", "S", "S", "S", "H", "H"], "positions_angstrom": [[-3.503, -1.746, 0.325], [1.820, -2.081, 0.711], [-4.503, -1.582, 0.870], [1.597, -1.154, 1.432], [-1.008, -1.257, 0.352], [-0.042, 0.816, 1.199], [-0.272, 0.772, -1.186], [-2.202, 0.929, 0.254], [2.378, -3.301, -0.029], [-2.188, -1.959, -0.571], [-0.969, 0.296, 0.240], [0.584, 0.365, -1.197], [0.971, -0.302, 1.404]], "nbo_charge": [-0.02, 0.21, -0.36, -0.65, -1.16, -0.99, -0.90, -0.96, -0.11, 0.52, 2.50, 0.48, 0.45], "molar_mass_g_mol": 212.26, "total_energy_ev": -45225.38982, "gap_ev": 8.35, "e_homo_ha": -0.1978, "charge": -1}

---

[3]
{"formula": "C5H9N", "method": "the ωB97M-V functional and the def2-TZVPD basis", "elements": ["C", "C", "C", "N", "C", "C", "H", "H", "H", "H", "H", "H", "H", "H", "H"], "positions_angstrom": [[-1.207, 0.767, 0.517], [-1.743, -0.237, -0.466], [-0.510, -0.545, 0.336], [0.797, -0.666, -0.281], [2.159, -0.580, 0.505], [1.731, 0.462, -0.472], [-0.759, 1.665, 0.105], [-1.731, 0.920, 1.456], [-2.654, -0.779, -0.225], [-1.622, -0.003, -1.520], [-0.622, -1.266, 1.142], [1.833, -0.236, 1.501], [0.861, -1.422, -0.949], [2.180, 0.504, -1.467], [1.287, 1.416, -0.182]], "nbo_charge": [-0.42, -0.43, -0.07, -0.42, -0.42, -0.27, 0.22, 0.23, 0.22, 0.22, 0.22, 0.13, 0.41, 0.19, 0.18], "molar_mass_g_mol": 83.13, "total_energy_ev": -6816.54264, "gap_ev": 8.17, "e_homo_ha": -0.2655, "charge": 0}

---

[4]
{"formula": "C2HO2P2", "method": "the ωB97M-V functional and the def2-TZVPD basis", "elements": ["C", "C", "O", "O", "P", "P", "H"], "positions_angstrom": [[-1.353, -1.071, 0.109], [2.102, 1.023, 0.041], [-1.920, -2.070, 0.481], [0.109, -0.973, 0.360], [-1.711, 0.532, -0.514], [0.464, 0.563, -0.072], [2.309, 1.996, -0.405]], "nbo_charge": [0.45, -0.97, -0.63, -0.86, -0.22, 1.06, 0.17], "molar_mass_g_mol": 118.98, "total_energy_ev": -24761.37536, "gap_ev": 7.74, "e_homo_ha": -0.1364, "charge": -1}

---

[5]
{"formula": "C47H62OP2RhSSi", "method": "the ωB97M-V functional and the def2-TZVPD basis", "elements": ["Rh", "C", "Si", "C", "C", "C", "C", "C", "C", "P", "C", "C", "C", "C", "C", "C", "C", "C", "C", "C", "C", "C", "C", "C", "C", "C", "C", "C", "P", "C", "C", "C", "C", "C", "C", "C", "C", "C", "C", "C", "C", "H", "H", "H", "H", "H", "H", "H", "H", "H", "H", "H", "H", "H", "H", "H", "H", "H", "H", "H", "H", "H", "H", "H", "H", "H", "H", "H", "H", "H", "H", "H", "H", "H", "H", "H", "H", "H", "H", "H", "H", "H", "H", "H", "H", "H", "H", "H", "H", "H", "H", "H", "H", "H", "H", "H", "C", "C", "O", "S", "C", "C", "C", "C", "C", "C", "C", "C", "H", "H", "H", "H", "H", "H", "H"], "positions_angstrom": [[0.820, -0.763, -0.094], [0.365, -3.857, 2.066], [0.640, -2.017, 1.916], [2.259, -1.837, 2.875], [2.508, -2.476, 4.104], [3.793, -2.559, 4.620], [4.867, -2.026, 3.907], [4.641, -1.386, 2.700], [3.339, -1.280, 2.199], [2.936, -0.438, 0.645], [4.025, -1.095, -0.669], [3.152, -1.319, -1.925], [3.978, -1.951, -3.044], [5.184, -1.059, -3.436], [5.365, 0.124, -2.484], [5.324, -0.312, -1.019], [3.156, 1.345, 0.997], [4.384, 1.813, 1.792], [4.247, 3.306, 2.114], [4.077, 4.140, 0.845], [2.866, 3.669, 0.042], [2.972, 2.180, -0.287], [-0.801, -1.030, 2.714], [-1.134, -0.913, 4.048], [-2.206, -0.111, 4.450], [-2.977, 0.613, 3.527], [-2.689, 0.529, 2.195], [-1.630, -0.329, 1.717], [-2.227, -2.049, 0.660], [-4.051, -2.186, 0.885], [-4.961, -1.012, 0.410], [-6.150, -0.776, 1.349], [-6.772, -2.117, 1.723], [-5.804, -2.961, 2.574], [-4.333, -2.574, 2.352], [-1.938, -1.801, -1.145], [-2.142, -3.209, -1.749], [-1.652, -3.227, -3.200], [-2.334, -2.143, -4.035], [-2.139, -0.765, -3.406], [-2.662, -0.740, -1.969], [-0.040, -4.077, 3.067], [1.330, -4.361, 1.975], [-0.329, -4.256, 1.330], [1.693, -2.937, 4.657], [3.968, -3.063, 5.563], [5.874, -2.113, 4.295], [5.480, -0.972, 2.147], [4.287, -2.079, -0.274], [2.735, -0.363, -2.267], [2.308, -1.968, -1.667], [3.344, -2.141, -3.911], [4.327, -2.927, -2.696], [5.063, -0.687, -4.454], [6.098, -1.656, -3.434], [4.593, 0.876, -2.668], [6.319, 0.615, -2.685], [5.447, 0.557, -0.383], [6.184, -0.957, -0.821], [2.279, 1.515, 1.636], [5.300, 1.665, 1.217], [4.482, 1.243, 2.715], [5.118, 3.642, 2.679], [3.372, 3.449, 2.761], [4.977, 4.041, 0.227], [3.980, 5.197, 1.095], [2.762, 4.249, -0.878], [1.954, 3.836, 0.628], [3.836, 2.022, -0.944], [2.087, 1.848, -0.831], [-0.544, -1.421, 4.804], [-2.432, -0.022, 5.508], [-3.776, 1.257, 3.874], [-3.221, 1.141, 1.479], [-4.262, -3.074, 0.276], [-5.356, -1.249, -0.579], [-4.385, -0.098, 0.289], [-6.883, -0.137, 0.855], [-5.826, -0.243, 2.252], [-7.013, -2.648, 0.797], [-7.715, -1.976, 2.250], [-5.943, -4.019, 2.348], [-6.038, -2.837, 3.633], [-3.680, -3.396, 2.651], [-4.079, -1.730, 2.994], [-0.852, -1.598, -1.240], [-3.210, -3.460, -1.726], [-1.621, -3.966, -1.157], [-1.832, -4.213, -3.632], [-0.568, -3.066, -3.208], [-3.406, -2.360, -4.097], [-1.950, -2.153, -5.056], [-2.630, 0.006, -4.002], [-1.067, -0.533, -3.396], [-3.732, -0.967, -1.980], [-2.543, 0.249, -1.525], [-3.678, 5.216, -3.637], [-2.594, 6.202, -4.015], [-2.710, 6.963, -4.933], [-1.110, 6.384, -2.990], [-0.942, 4.810, -2.203], [-0.838, 4.747, -0.816], [-0.647, 3.526, -0.181], [-0.571, 2.345, -0.919], [-0.647, 2.416, -2.307], [-0.826, 3.636, -2.943], [-0.415, 1.070, -0.217], [-0.793, 0.265, 0.651], [-3.931, 4.616, -4.510], [-4.557, 5.808, -3.380], [-3.417, 4.575, -2.802], [-0.910, 5.659, -0.234], [-0.564, 3.482, 0.901], [-0.535, 1.513, -2.894], [-0.867, 3.681, -4.026]], "mulliken_charge": [-1.54, -1.48, 2.28, 0.20, -0.71, -0.94, -0.81, -0.53, -0.34, 0.57, 0.33, -0.96, -1.09, -0.84, -0.87, -0.14, 0.16, -0.50, -0.88, -0.96, -0.63, -0.12, 0.20, -0.73, -0.66, -1.15, -0.30, 2.62, -0.56, 0.73, -1.12, -0.93, -0.69, -0.96, -0.92, 2.58, -0.99, -0.72, -1.04, -0.61, -0.56, 0.37, 0.42, 0.32, 0.28, 0.42, 0.44, 0.46, 1.01, 0.18, 0.55, 0.40, 0.41, 0.39, 0.30, 0.20, 0.59, -0.37, 0.44, 0.44, 0.08, 0.43, 0.44, 0.34, 0.38, 0.43, 0.39, 0.19, 0.00, -0.12, 0.43, 0.44, 0.49, 0.54, 0.77, 0.37, 0.16, 0.53, 0.23, 0.34, 0.44, 0.31, 0.44, 0.54, 0.08, -1.26, 0.38, 0.46, 0.48, 0.21, 0.39, 0.43, 0.43, 0.13, 0.26, 0.28, -0.75, 0.56, -0.51, -0.16, -0.26, -0.76, -0.42, 0.99, 0.10, -0.82, 0.40, -2.53, 0.26, 0.31, 0.23, 0.50, 0.48, 0.35, 0.54], "molar_mass_g_mol": 868.02, "total_energy_ev": -92084.50322, "gap_ev": [4.49, 4.49], "e_homo_ha": [-0.3359, -0.3359], "charge": 1}

---

[6]
{"formula": "C4H8NO", "method": "the ωB97M-V functional and the def2-TZVPD basis", "elements": ["C", "C", "C", "O", "N", "C", "H", "H", "H", "H", "H", "H", "H", "H"], "positions_angstrom": [[-0.155, -1.815, -0.178], [0.357, -0.600, -0.113], [1.823, -0.251, 0.271], [2.176, 0.892, 0.182], [-0.194, 0.705, -0.539], [-1.261, 1.172, 0.394], [0.391, -2.581, 0.174], [-1.052, -2.308, -0.628], [2.326, -1.176, 0.544], [0.597, 1.347, -0.594], [-0.499, 0.762, -1.531], [-1.983, 0.353, 0.684], [-0.729, 1.527, 1.314], [-1.797, 1.974, 0.018]], "nbo_charge": [-0.27, 0.00, 0.42, -0.49, -0.54, -0.42, 0.23, 0.26, 0.17, 0.46, 0.45, 0.25, 0.24, 0.24], "molar_mass_g_mol": 86.11, "total_energy_ev": -7806.60409, "smiles": "C=C(C=O)[NH2+]C", "gap_ev": 10.71, "e_homo_ha": -0.5684, "charge": 1}